Version 1
An isolated molecule of C24H26N4O4. Source: OMol25; level of theory: ωB97M-V with the def2-TZVPD basis set.

Properties
Frontier orbital gap (Eh): 0.34768
SMILES string: Cc1ccnc(NC(=O)CCC(=O)N(CC(=O)NCc2ccccc2)Cc2ccco2)c1
Multiplicity: 1
E_HOMO (eV): -8.705

```
58
C24H26N4O4 ωB97M-V with the def2-TZVPD basis set
O 0.46 -2.26 -1.37
O -0.86 0.79 -2.41
O -3.15 -2.19 1.66
O -3.89 1.73 -1.07
N -0.95 0.50 -0.18
N -2.98 -1.33 -0.41
N 1.78 -1.70 0.39
N 3.90 -0.87 0.45
C -3.91 0.92 0.02
C 4.78 0.56 -1.25
C -2.23 -1.00 -1.60
C -0.21 -2.99 0.83
C -3.65 1.65 1.14
C -1.59 -3.29 0.25
C 0.69 -2.28 -0.18
C 3.17 1.80 1.92
C -1.29 0.20 -1.45
C 0.70 0.62 2.27
C -3.47 2.99 0.71
C 2.17 2.00 0.99
C -4.18 -0.53 -0.18
C -3.62 2.97 -0.64
C 2.56 -0.29 -1.45
C 1.71 0.40 3.19
C 4.88 -0.14 -0.06
C -0.17 1.68 0.15
C -2.62 -2.21 0.56
C 0.92 1.41 1.15
C 2.77 -0.95 -0.24
C 3.58 0.49 -1.96
C 2.95 0.99 3.02
C 3.40 1.22 -3.25
H 2.35 2.62 0.12
H 4.14 2.26 1.78
H 1.62 -0.38 -1.97
H -3.25 3.84 1.33
H -1.98 -4.19 0.73
H -3.61 1.28 2.15
H -0.28 0.18 2.44
H 3.91 2.19 -3.22
H -4.67 -0.94 0.71
H 5.60 1.16 -1.61
H 3.84 0.64 -4.07
H 3.73 0.82 3.74
H -0.29 -2.39 1.74
H -1.61 -1.83 -1.92
H -3.57 3.74 -1.38
H -4.83 -0.65 -1.06
H 0.25 2.04 -0.79
H 5.78 -0.11 0.53
H 0.29 -3.92 1.09
H -0.84 2.45 0.55
H -2.93 -0.76 -2.41
H -1.40 0.02 0.58
H 2.35 1.37 -3.47
H -1.50 -3.48 -0.82
H 1.52 -0.22 4.06
H 2.00 -1.90 1.36
```

***

Version 2
An isolated molecule of C24H26N4O4. Source: OMol25; level of theory: ωB97M-V with the def2-TZVPD basis set.

Properties
Frontier orbital gap (Eh): 0.23809
Multiplicity: 1
E_HOMO (eV): -6.700

```
58
C24H26N4O4 ωB97M-V with the def2-TZVPD basis set
O 4.21 5.14 -0.52
O 2.99 -0.01 -1.34
O 1.13 -4.12 -1.80
O 0.21 -1.75 2.01
N -2.26 -0.03 1.69
N -2.35 -0.71 -0.38
N 1.78 -1.92 -1.70
N 0.90 -2.98 0.22
C 0.77 -1.75 0.89
C -4.36 -2.23 -0.16
C 3.63 3.29 0.87
C -5.18 -2.31 2.15
C 1.54 2.64 -0.86
C -2.14 -0.84 -1.80
C 0.79 0.74 0.67
C 1.74 1.89 0.29
C 2.33 3.74 -1.15
C -4.24 -1.36 2.57
C 2.11 -0.78 -0.93
C 0.36 -4.16 0.85
C 2.81 2.21 1.14
C -1.87 0.65 2.91
C -3.34 -0.92 1.61
C 2.29 -2.06 -3.03
C -3.40 -1.34 0.30
C -5.25 -2.74 0.81
C -0.60 1.02 0.12
C 1.28 -0.59 0.23
C -1.69 0.09 0.49
C 3.39 4.09 -0.28
C 1.25 -3.09 -1.14
C 3.97 5.89 -1.73
H 0.45 -4.98 0.15
H -5.88 -2.73 2.87
H 2.14 4.31 -2.07
H -2.27 0.13 -2.31
H -1.14 -1.24 -2.02
H 0.92 -4.37 1.77
H 3.15 -2.74 -3.03
H 2.98 6.37 -1.71
H 0.76 0.68 1.77
H -4.40 -2.48 -1.21
H -2.61 0.39 3.68
H 4.75 6.65 -1.74
H -2.89 -1.54 -2.18
H -0.90 2.02 0.47
H 4.47 3.53 1.51
H 4.05 5.25 -2.62
H 2.96 1.59 2.02
H -4.18 -0.95 3.58
H -5.99 -3.48 0.52
H -0.55 0.99 -0.98
H 0.75 2.37 -1.57
H 1.51 -2.48 -3.66
H -1.89 1.74 2.76
H -0.87 0.34 3.25
H -0.69 -3.99 1.12
H 2.60 -1.08 -3.39
```

***

Of them, version 1 has the highest stability.

***

Version 1
A cluster of 2 separate species, C2H6NOS in total. Source: OMol25; level of theory: ωB97M-V with the def2-TZVPD basis set.

Properties
Frontier orbital gap (Eh): 0.23127
Multiplicity: 1
E_HOMO (eV): -2.350
Charge: -1

```
11
C2H6NOS ωB97M-V with the def2-TZVPD basis set
S 0.10 -1.14 0.43
O -0.24 3.71 -1.48
N 0.19 1.36 -1.03
C 0.25 -2.44 1.56
C -0.63 2.52 -1.46
H 1.12 -2.15 2.25
H 0.35 -3.37 1.06
H 0.52 1.37 -0.05
H -0.61 -2.65 2.14
H -1.55 2.21 -1.85
H 0.49 0.58 -1.57
```

***

Version 2
A cluster of 2 separate species, C2H6NOS in total. Source: OMol25; level of theory: ωB97M-V with the def2-TZVPD basis set.

Properties
Frontier orbital gap (Eh): 0.25345
Multiplicity: 1
E_HOMO (eV): -2.806
Charge: -1

```
11
C2H6NOS ωB97M-V with the def2-TZVPD basis set
S 2.30 -0.42 -0.26
O -3.05 -1.00 -0.29
N -0.87 -0.63 -0.61
C -1.84 -1.07 0.19
C 1.67 1.21 0.32
H -1.25 -0.41 -1.56
H 0.77 1.58 -0.22
H 2.50 1.92 0.38
H 1.29 1.00 1.40
H 0.16 -0.75 -0.51
H -1.67 -1.42 1.17
```

***

Version 3
A cluster of 2 separate species, C2H6NOS in total. Source: OMol25; level of theory: ωB97M-V with the def2-TZVPD basis set.

Properties
Frontier orbital gap (Eh): 0.25565
Multiplicity: 1
E_HOMO (eV): -2.824
Charge: -1

```
11
C2H6NOS ωB97M-V with the def2-TZVPD basis set
S -0.68 0.84 -0.73
O 2.48 -2.27 2.07
N 1.25 -1.20 0.48
C -2.21 1.69 -1.17
C 2.32 -1.35 1.27
H 0.60 -0.43 0.22
H -2.32 2.70 -0.74
H -3.06 1.18 -0.72
H 0.84 -2.12 0.46
H -2.40 1.67 -2.25
H 3.19 -0.69 1.10
```

***

Of them, version 2 has the highest stability.

***

Version 1
The ion C4H11N2S with charge +1. Source: OMol25; level of theory: ωB97M-V with the def2-TZVPD basis set.

Properties
Frontier orbital gap (Eh): 0.35493
SMILES string: CC[C@H](S)C(N)=[NH2+]
Multiplicity: 1
E_HOMO (eV): -13.437
Charge: +1

```
18
C4H11N2S ωB97M-V with the def2-TZVPD basis set
S -0.62 -1.48 -1.65
N -2.25 0.88 -1.18
N -0.38 2.24 -0.82
C 1.53 -1.69 0.57
C 1.27 -0.33 -0.11
C -1.00 1.05 -0.74
C -0.22 -0.28 -0.33
H -1.11 3.00 -0.87
H 2.45 -2.09 0.32
H 1.70 0.47 0.60
H 0.22 -0.92 -2.56
H 0.47 2.51 -0.37
H -0.73 -0.63 0.62
H -2.91 1.64 -1.35
H 0.85 -2.43 0.30
H 1.91 -0.20 -0.91
H 1.41 -1.67 1.63
H -2.73 -0.03 -1.34
```

***

Version 2
The ion C4H11N2S with charge +1. Source: OMol25; level of theory: ωB97M-V with the def2-TZVPD basis set.

Properties
Frontier orbital gap (Eh): 0.38918
SMILES string: CC[C@]1(S)NC[NH2+]1
Multiplicity: 1
E_HOMO (eV): -13.941
Charge: +1

```
18
C4H11N2S ωB97M-V with the def2-TZVPD basis set
S -1.02 1.79 0.24
N -0.94 -0.79 0.65
N -0.85 -0.36 -1.41
C -1.61 -1.24 -0.53
C 1.81 0.49 1.28
C -0.26 0.21 0.05
C 1.35 0.05 -0.06
H 1.60 -1.00 -0.29
H -1.53 -2.28 -0.78
H 2.74 0.21 1.66
H -0.26 -0.90 -2.06
H 1.71 1.68 1.34
H 1.11 0.24 2.00
H 0.15 2.49 -0.23
H -1.49 -0.75 1.52
H -1.46 0.38 -1.90
H 1.59 0.67 -0.82
H -2.63 -0.90 -0.68
```

***

Version 3
The ion C4H11N2S with charge +1. Source: OMol25; level of theory: ωB97M-V with the def2-TZVPD basis set.

Properties
Frontier orbital gap (Eh): 0.35993
Multiplicity: 1
E_HOMO (eV): -12.734
Charge: +1

```
18
C4H11N2S ωB97M-V with the def2-TZVPD basis set
S -1.18 -0.07 0.54
N 2.57 -0.75 0.09
N 0.20 -0.06 -0.38
C -2.14 1.42 -0.08
C 1.39 0.15 0.47
C 2.63 0.76 -0.16
C -2.28 -1.40 -0.18
H 2.67 -1.42 -0.69
H 1.44 0.53 1.53
H 3.37 1.10 0.52
H 2.83 0.93 -1.16
H -1.78 1.60 -1.12
H -1.65 -2.30 -0.20
H 3.10 -1.04 0.93
H -3.09 -1.57 0.51
H -1.96 2.24 0.57
H -3.22 1.32 -0.13
H -2.91 -1.45 -1.06
```

***

Of them, version 1 has the highest stability.

***

Version 1
An isolated molecule of C2H4OS2. Source: OMol25; level of theory: ωB97M-V with the def2-TZVPD basis set.

Properties
Frontier orbital gap (Eh): 0.34121
SMILES string: OC(=S)CS
Multiplicity: 1
E_HOMO (eV): -8.857

```
9
C2H4OS2 ωB97M-V with the def2-TZVPD basis set
S -2.11 -1.20 -0.82
S 1.51 1.00 0.43
O -0.47 -1.07 1.20
C 0.32 0.21 -0.68
C -0.75 -0.75 -0.05
H 0.40 -0.61 1.39
H 0.59 1.71 1.19
H 0.72 -0.31 -1.50
H -0.21 1.03 -1.16
```

***

Version 2
A cluster of 2 separate species, C2H4OS2 in total. Source: OMol25; level of theory: ωB97M-V with the def2-TZVPD basis set.

Properties
Frontier orbital gap (Eh): 0.28049
Multiplicity: 1
E_HOMO (eV): -8.793

```
9
C2H4OS2 ωB97M-V with the def2-TZVPD basis set
S 1.48 -1.23 0.18
S -0.74 -1.24 -2.02
O -0.03 0.98 1.46
C 0.12 -0.53 -0.75
C -0.50 0.43 0.36
H -1.47 -0.12 0.63
H 2.15 -1.85 -0.83
H -0.96 1.14 -0.18
H -0.06 2.42 1.15
```

***

Version 3
A cluster of 2 separate species, C2H4OS2 in total. Source: OMol25; level of theory: ωB97M-V with the def2-TZVPD basis set.

Properties
Frontier orbital gap (Eh): 0.31287
SMILES string: O=CS.C=S
Multiplicity: 1
E_HOMO (eV): -8.945

```
9
C2H4OS2 ωB97M-V with the def2-TZVPD basis set
S -1.91 0.40 -0.39
S 2.28 -0.88 0.54
O 2.84 1.39 -0.32
C 2.48 0.83 0.63
C -3.24 -0.49 -0.41
H 2.15 1.37 1.58
H 2.74 -0.91 -0.77
H -4.22 -0.16 -0.24
H -3.12 -1.55 -0.62
```

***

Of them, version 1 has the highest stability.